Entry 1:
Below is a single C32H36N2O7 molecule at a distorted geometry, with properties calculated with the ωB97M-V functional and the def2-TZVPD basis.

For the relative energy (zero: lowest compared OMol25 entry of this formula, charge and spin), the calculation gives 0.0 kcal per mole. The value obtained for the energy is -51084.7126 eV. For the frontier orbital gap, the calculation gives 8.103 eV. The LUMO energy is 0.2354 eV. The SMILES is Cc1oc2c(C)c3oc(=O)c(CC(=O)N[C@@H](CC(C)C)C(=O)N[C@@H](Cc4ccccc4)C(=O)O)c(C)c3cc2c1C. For the max |F|, the calculation gives 1.2 eV/Å.

ORCA input file:
```
! RIJCOSX wB97M-V def2-TZVPD def2/J DEFGRID3
* xyz 0 1
C 6.44 4.66 0.99
C 5.23 3.83 1.24
O 5.44 2.53 1.63
C 4.23 1.97 1.80
C 3.95 0.67 2.18
C 5.01 -0.34 2.46
C 2.60 0.35 2.28
O 2.32 -0.94 2.62
C 1.07 -1.40 2.74
O 0.91 -2.59 2.97
C -0.03 -0.46 2.56
C -1.40 -1.07 2.76
C -1.82 -1.62 1.41
O -2.59 -1.03 0.67
N -1.21 -2.78 1.10
C -1.16 -3.35 -0.24
C -2.56 -3.66 -0.77
C -2.57 -4.59 -1.99
C -4.01 -4.98 -2.31
C -1.92 -3.95 -3.21
C -0.32 -2.39 -1.08
O 0.87 -2.61 -1.30
N -0.93 -1.27 -1.47
C -0.26 -0.25 -2.25
C -1.28 0.62 -3.01
C -2.49 0.95 -2.18
C -2.51 2.09 -1.38
C -3.62 2.36 -0.59
C -4.71 1.51 -0.60
C -4.70 0.39 -1.40
C -3.60 0.11 -2.19
C 0.69 0.58 -1.35
O 0.59 1.76 -1.20
O 1.64 -0.14 -0.77
C 0.19 0.81 2.14
C -0.91 1.75 1.79
C 1.56 1.27 2.01
C 1.88 2.58 1.64
C 3.22 2.92 1.53
C 3.91 4.13 1.17
C 3.27 5.41 0.78
H 6.32 5.26 0.09
H 7.31 4.01 0.87
H 6.63 5.33 1.83
H 6.00 0.11 2.35
H 4.91 -0.74 3.46
H 4.92 -1.18 1.76
H -2.12 -0.33 3.10
H -1.32 -1.88 3.49
H -0.50 -3.10 1.76
H -0.59 -4.29 -0.16
H -3.11 -4.14 0.04
H -3.09 -2.74 -1.01
H -2.01 -5.50 -1.74
H -4.04 -5.66 -3.16
H -4.60 -4.10 -2.56
H -4.48 -5.47 -1.46
H -2.41 -3.00 -3.45
H -2.00 -4.61 -4.07
H -0.86 -3.76 -3.03
H -1.84 -1.02 -1.07
H 0.39 -0.76 -2.98
H -1.59 0.08 -3.91
H -0.77 1.53 -3.31
H -1.66 2.75 -1.38
H -3.62 3.25 0.03
H -5.57 1.73 0.02
H -5.55 -0.27 -1.42
H -3.60 -0.76 -2.83
H 1.59 -1.10 -1.01
H -0.69 2.23 0.84
H -1.01 2.53 2.55
H -1.86 1.23 1.69
H 1.12 3.30 1.42
H 2.75 5.85 1.63
H 2.54 5.24 -0.01
H 4.01 6.13 0.43
*
```

***

Entry 2:
Below is C20H50NNiO6 as an isolated structure at a distorted geometry, with properties calculated with the ωB97M-V functional and the def2-TZVPD basis.

For the relative energy (zero: lowest compared OMol25 entry of this formula, charge and spin), the calculation gives 51.8 kcal per mole. The value obtained for the energy is -76359.8975 eV. For the frontier orbital gap (alpha / beta), the calculation gives 6.513 / 5.835 eV. The LUMO energy (alpha / beta) is -2.4663 / -2.7048 eV. For the max |F|, the calculation gives 3.0 eV/Å.

ORCA input file:
```
! RIJCOSX wB97M-V def2-TZVPD def2/J DEFGRID3
* xyz 1 3
Ni 0.88 -0.93 0.41
C -2.57 1.82 -2.12
C -1.15 2.44 -1.79
C -1.22 3.94 -2.09
C -1.90 4.89 -1.04
C -1.42 4.53 0.34
C -1.42 2.99 0.75
N -0.68 2.24 -0.36
O -0.40 0.85 -0.01
C -2.87 2.52 1.01
C -0.62 2.89 2.13
C -0.10 1.86 -2.82
H -3.33 2.59 -1.97
H -2.86 0.92 -1.57
H -2.69 1.49 -3.15
H -1.80 4.07 -3.00
H -0.20 4.30 -2.24
H -2.97 4.74 -1.12
H -1.66 5.93 -1.25
H -1.92 5.14 1.09
H -0.39 4.88 0.40
H -3.53 2.65 0.15
H -3.41 3.06 1.79
H -2.95 1.46 1.25
H -0.59 1.89 2.55
H -1.21 3.46 2.85
H 0.34 3.40 2.13
H -0.28 2.35 -3.77
H -0.26 0.78 -2.88
H 0.90 2.09 -2.46
C 2.29 -0.22 -3.82
C 2.04 -1.24 -2.68
C 3.03 -2.44 -2.72
O 2.21 -0.73 -1.31
H 2.34 0.78 -3.40
H 1.42 -0.26 -4.47
H 3.21 -0.46 -4.35
H 1.05 -1.67 -2.84
H 3.12 -2.82 -3.74
H 2.72 -3.25 -2.06
H 4.00 -2.06 -2.38
H 3.08 -0.33 -1.23
C 0.38 -0.42 4.53
C 0.63 -1.55 3.50
C 0.16 -2.95 3.92
O 0.01 -1.16 2.36
H 1.03 0.44 4.36
H 0.54 -0.80 5.54
H -0.63 -0.01 4.52
H 1.68 -1.68 3.22
H 0.02 -3.61 3.06
H -0.83 -2.81 4.35
H 0.80 -3.37 4.69
H -0.91 -1.18 2.60
C -2.19 -1.89 -2.04
C -1.76 -2.06 -0.59
C -2.29 -3.44 -0.06
O -0.34 -2.22 -0.66
H -1.71 -1.06 -2.56
H -3.25 -1.73 -2.21
H -1.91 -2.75 -2.64
H -2.02 -1.22 0.04
H -1.88 -3.79 0.88
H -2.08 -4.30 -0.70
H -3.35 -3.35 0.16
H -0.23 -3.00 -1.19
C 3.55 0.10 2.15
O 2.48 0.36 1.29
H 3.28 0.15 3.20
H 3.89 -0.93 2.02
H 4.35 0.81 1.92
H 2.49 1.28 1.01
C 1.74 -3.96 0.91
O 2.14 -2.66 0.61
H 2.10 -4.28 1.89
H 0.66 -4.10 0.90
H 2.16 -4.64 0.16
H 3.10 -2.78 0.65
*
```